10
Properties=species:S:1:pos:R:3:lowdin_charge:R:1 method="wB97M-V/def2-TZVPD" e_tot_ev=-6729.089 molar_mass_g_mol=71.08 orbital_gap_ev=10.800 spin_multiplicity=1 smiles="O=C1CCN1"
O -0.19 -0.33 -2.30 0.068
C -0.13 -0.12 -1.11 -0.518
C 0.99 -0.11 -0.07 -0.040
C -0.18 0.13 0.98 -0.142
N -1.08 0.12 -0.17 0.062
H 1.50 -1.08 -0.04 0.111
H 1.75 0.66 -0.25 0.111
H -0.29 -0.73 1.65 0.099
H -0.33 1.03 1.59 0.108
H -2.04 0.42 -0.28 0.141

---

13
Properties=species:S:1:pos:R:3:lowdin_charge:R:1 method="wB97M-V/def2-TZVPD" e_tot_ev=-7794.049 molar_mass_g_mol=85.11 orbital_gap_ev=8.411 spin_multiplicity=1
N 1.92 0.59 0.60 0.207
C 0.92 -0.07 0.30 -0.380
C 0.27 -1.38 0.69 -0.035
C -0.90 -0.92 -0.19 -0.088
C -0.97 1.64 -0.77 0.000
O -0.14 0.25 -0.61 -0.240
H 1.95 1.48 0.10 0.080
H 0.81 -2.26 0.34 0.123
H 0.06 -1.46 1.75 0.124
H -1.80 -0.57 0.32 0.121
H -1.16 -1.53 -1.06 0.130
H -0.59 2.15 0.14 -0.018
H -0.39 2.07 -1.60 -0.024

---

70
Properties=species:S:1:pos:R:3:lowdin_charge:R:1 method="wB97M-V/def2-TZVPD" e_tot_ev=-127398.217 molar_mass_g_mol=701.86 orbital_gap_ev=6.051 spin_multiplicity=1
Pd -0.21 -0.23 0.05 1.007
O 0.61 2.39 7.00 -0.048
C 0.53 1.20 6.66 -0.700
O 0.49 0.15 7.33 -0.035
C 0.47 0.98 5.13 -0.089
C 0.55 2.06 4.26 0.000
C 0.47 1.84 2.89 -0.139
N 0.31 0.63 2.37 0.038
C 0.24 -0.41 3.20 -0.204
C 0.32 -0.29 4.58 0.067
C 0.06 -1.77 2.56 -0.576
O 0.16 -2.79 3.21 0.084
O -0.20 -1.81 1.26 -0.236
H 0.67 3.05 4.68 0.112
H 0.53 2.66 2.19 0.097
H 0.26 -1.15 5.22 0.128
C -6.39 0.57 0.83 -0.031
C -4.91 0.41 0.71 -0.247
C -4.08 1.47 0.38 -0.014
C -2.72 1.28 0.29 -0.126
N -2.15 0.09 0.51 -0.067
C -2.93 -0.95 0.85 -0.088
C -4.30 -0.82 0.96 0.005
H -6.73 1.47 0.31 0.081
H -6.68 0.66 1.88 0.097
H -6.92 -0.29 0.42 0.086
H -4.49 2.46 0.20 0.123
H -2.04 2.09 0.05 0.121
H -2.42 -1.88 1.06 0.112
H -4.89 -1.68 1.25 0.125
C -2.01 1.37 -5.04 -0.087
N -1.98 0.54 -3.83 -0.289
C -3.11 0.81 -2.95 -0.112
P -0.52 0.14 -3.14 0.568
O -0.34 0.85 -1.81 -0.380
N -0.48 -1.52 -3.15 -0.292
C 0.74 -2.16 -2.63 -0.099
C -1.68 -2.24 -2.70 -0.090
N 0.70 0.55 -4.15 -0.308
C 1.35 1.85 -4.08 -0.098
C 1.02 -0.20 -5.36 -0.100
H -2.95 1.17 -5.56 0.090
H -1.20 1.13 -5.71 0.062
H -1.97 2.43 -4.79 0.093
H -4.04 0.55 -3.46 0.096
H -3.15 1.86 -2.66 0.092
H -3.03 0.21 -2.05 0.052
H 1.62 -1.59 -2.92 0.075
H 0.81 -3.16 -3.07 0.095
H 0.72 -2.27 -1.55 0.060
H -2.57 -1.81 -3.15 0.073
H -1.76 -2.25 -1.61 0.072
H -1.60 -3.27 -3.04 0.092
H 0.97 2.42 -3.23 0.079
H 1.16 2.42 -4.99 0.089
H 2.43 1.73 -3.96 0.039
H 0.40 -1.09 -5.44 0.084
H 2.07 -0.51 -5.35 0.091
H 0.87 0.42 -6.25 0.082
Br 4.78 1.62 -2.24 0.802
C 3.87 0.35 -1.19 -0.652
C 4.57 -0.69 -0.59 -0.086
C 3.86 -1.57 0.21 -0.013
C 2.50 -1.39 0.38 -0.085
N 1.84 -0.38 -0.21 -0.044
C 2.51 0.47 -0.99 -0.163
H 5.63 -0.80 -0.75 0.113
H 4.36 -2.39 0.71 0.122
H 1.92 -2.06 0.99 0.108
H 1.94 1.29 -1.41 0.088

---

32
Properties=species:S:1:pos:R:3:lowdin_charge:R:1 method="wB97M-V/def2-TZVPD" e_tot_ev=-148988.365 molar_mass_g_mol=536.26 orbital_gap_ev=7.489 spin_multiplicity=1 smiles="NP(O)N(Cl)S(=O)(=O)F.ClCCl.ClCCl.ClCCl.ClCCl"
N -0.73 3.63 -1.61 -0.196
P -1.86 2.25 -2.00 0.761
O -2.91 2.04 -0.60 -0.328
N -0.95 0.74 -2.27 -0.889
Cl 0.30 0.91 -3.46 0.648
S -0.38 0.01 -0.79 0.760
O 0.53 -1.20 -1.23 -0.386
O -1.55 -0.60 0.05 -0.336
F 0.61 1.02 0.18 -0.251
H -0.22 3.79 -2.52 0.030
H -1.33 4.49 -1.46 0.055
H -3.63 1.41 -0.96 0.076
Cl 1.96 -0.19 4.18 0.525
C 1.69 -1.14 2.72 -1.027
Cl 1.70 -2.88 3.07 0.506
H 0.72 -0.87 2.30 0.014
H 2.48 -0.92 2.00 0.033
Cl 4.10 3.68 1.47 0.492
C 4.12 2.80 3.01 -1.044
Cl 3.92 3.91 4.37 0.497
H 3.31 2.08 3.01 -0.021
H 5.08 2.28 3.11 0.031
Cl 1.76 -6.11 3.59 0.475
C 0.44 -6.30 2.42 -1.044
Cl 0.11 -8.01 2.12 0.498
H -0.46 -5.83 2.82 0.030
H 0.73 -5.82 1.48 0.028
Cl -3.30 2.54 -4.94 0.471
C -4.01 0.93 -5.10 -0.998
Cl -3.31 -0.19 -3.92 0.527
H -5.09 1.00 -4.93 0.031
H -3.82 0.56 -6.11 0.032

---

63
Properties=species:S:1:pos:R:3:mulliken_spin:R:1 method="wB97M-V/def2-TZVPD" e_tot_ev=-57757.254 charge=+1 molar_mass_g_mol=563.75 orbital_gap_ev="7.484 / 7.211" spin_multiplicity=6
Ru -1.22 0.19 -0.68 3.536
C -2.16 0.24 1.76 -0.082
C -2.77 1.08 0.77 0.315
C -3.48 0.23 -0.13 0.185
C -3.29 -1.12 0.30 0.055
C -2.45 -1.10 1.46 0.274
C -1.96 -2.28 2.22 -0.013
C -3.93 -2.31 -0.33 0.010
C -4.42 0.69 -1.20 -0.012
C -2.85 2.57 0.78 0.055
C -1.37 0.71 2.95 0.006
H -2.39 -2.32 3.22 0.009
H -0.87 -2.25 2.34 0.007
H -2.20 -3.22 1.72 0.000
H -5.01 -2.31 -0.14 0.014
H -3.53 -3.24 0.06 -0.002
H -3.78 -2.30 -1.41 0.012
H -4.00 1.49 -1.81 0.007
H -5.35 1.07 -0.76 0.003
H -4.69 -0.13 -1.87 0.003
H -3.84 2.90 1.13 0.012
H -2.72 3.00 -0.21 -0.012
H -2.11 3.02 1.45 0.007
H -2.02 0.88 3.81 0.010
H -0.85 1.65 2.75 0.007
H -0.63 -0.03 3.26 0.001
O -1.35 -1.70 -1.70 0.167
N -0.79 -1.80 -2.91 0.020
C -0.71 -3.06 -3.42 -0.001
C -0.20 -3.28 -4.66 0.014
C 0.25 -2.18 -5.41 -0.005
C 0.16 -0.92 -4.87 0.000
C -0.37 -0.71 -3.59 0.000
S -0.50 0.86 -2.89 0.206
H -1.09 -3.82 -2.75 0.001
H -0.15 -4.29 -5.04 0.000
H 0.66 -2.32 -6.40 -0.001
H 0.49 -0.05 -5.42 -0.001
N 0.58 -0.15 0.47 0.152
S 2.05 0.18 -0.08 0.004
C 3.19 -0.47 1.11 0.008
C 3.35 0.13 2.35 0.002
C 4.21 -0.47 3.27 -0.002
C 4.89 -1.63 2.93 0.004
C 4.72 -2.21 1.68 -0.002
C 3.87 -1.63 0.76 0.004
C 2.33 1.93 0.10 -0.019
C 3.57 2.44 -0.27 -0.001
C 3.78 3.81 -0.20 0.002
C 2.76 4.65 0.24 0.000
C 1.53 4.13 0.60 -0.005
C 1.31 2.76 0.53 -0.042
H 0.50 0.04 1.47 -0.006
H 2.84 1.05 2.60 0.000
H 4.35 -0.02 4.24 0.000
H 5.56 -2.08 3.65 0.000
H 5.26 -3.11 1.42 0.000
H 3.73 -2.07 -0.22 0.000
H 4.35 1.78 -0.62 0.000
H 4.74 4.22 -0.48 0.000
H 2.94 5.72 0.30 0.000
H 0.74 4.79 0.94 0.000
H 0.34 2.34 0.81 0.091

---

18
Properties=species:S:1:pos:R:3:mulliken_spin:R:1 method="wB97M-V/def2-TZVPD" e_tot_ev=-27153.985 charge=-1 molar_mass_g_mol=388.66 orbital_gap_ev="4.276 / 4.742" spin_multiplicity=2
O -1.61 -3.62 -1.64 0.000
C -1.60 -2.98 -0.56 0.000
O -1.49 -3.49 0.59 0.000
O -1.75 -1.64 -0.68 0.000
C -0.81 -0.79 -0.02 0.010
O 0.93 0.69 -0.70 0.132
C 1.04 3.47 1.92 0.083
C -0.35 0.30 -1.00 0.046
O 0.34 4.02 1.04 -0.001
O 2.24 3.14 1.71 -0.005
Na -1.34 -5.54 -0.42 0.000
Hg 1.73 3.05 -0.65 0.738
H 0.07 -1.37 0.31 0.002
H -1.27 -0.33 0.86 0.004
H -0.46 -0.12 -2.03 0.002
H -1.10 1.13 -0.94 -0.008
O 0.64 3.66 3.20 -0.006
H 0.72 2.81 3.67 0.002

---

19
Properties=species:S:1:pos:R:3:lowdin_charge:R:1 method="wB97M-V/def2-TZVPD" e_tot_ev=-8806.893 charge=+1 molar_mass_g_mol=102.16 orbital_gap_ev=10.281 spin_multiplicity=1
N -2.69 -0.44 1.37 0.146
C -1.82 0.50 0.99 -0.268
N -0.77 0.36 0.28 -0.045
C -0.41 -0.95 -0.26 -0.210
C 1.01 -0.91 -0.84 -0.157
C 1.90 0.09 -0.13 -0.143
N 1.51 1.46 -0.66 0.153
H -3.56 -0.14 1.77 0.112
H -2.54 -1.41 1.18 0.098
H -2.05 1.53 1.25 0.133
H -0.58 -1.76 0.46 0.116
H -1.10 -1.10 -1.09 0.124
H 1.45 -1.91 -0.87 0.125
H 0.94 -0.65 -1.90 0.116
H 2.95 -0.11 -0.29 0.128
H 1.69 0.23 0.93 0.130
H 1.91 2.22 -0.11 0.162
H 0.47 1.44 -0.43 0.119
H 1.68 1.56 -1.65 0.159

---

12
Properties=species:S:1:pos:R:3:lowdin_charge:R:1 method="wB97M-V/def2-TZVPD" e_tot_ev=-10169.262 molar_mass_g_mol=108.10 orbital_gap_ev=9.811 spin_multiplicity=1
H 0.39 -2.02 1.52 0.043
N 0.93 -1.38 0.97 0.157
C 0.16 -0.39 0.71 -0.416
N -1.09 -0.47 0.44 0.117
C -1.40 0.67 -0.31 -0.095
N -0.40 1.55 -0.61 0.116
C 0.77 0.77 -0.15 -0.338
C 1.56 0.32 -1.12 -0.185
N 2.03 -0.03 -2.22 0.174
H -1.83 -0.88 0.80 0.096
H -2.59 0.72 -0.60 0.178
H 1.46 1.14 0.59 0.153

---

8
Properties=species:S:1:pos:R:3:lowdin_charge:R:1 method="wB97M-V/def2-TZVPD" e_tot_ev=-10404.730 molar_mass_g_mol=91.04 orbital_gap_ev=8.155 spin_multiplicity=1 smiles="C=C=O.O=NF"
C 0.53 1.18 0.40 -0.010
C -0.61 1.76 0.88 -0.236
O -1.52 2.24 1.39 0.186
H 1.15 0.62 1.09 0.053
H 0.66 1.13 -0.61 -0.001
O 0.85 -2.71 -0.72 0.142
N 0.18 -1.84 -1.01 0.082
F -1.24 -2.38 -1.42 -0.216

---

22
Properties=species:S:1:pos:R:3:lowdin_charge:R:1 method="wB97M-V/def2-TZVPD" e_tot_ev=-15976.193 charge=+1 molar_mass_g_mol=168.18 orbital_gap_ev=9.597 spin_multiplicity=1 smiles="N/C(O)=[NH+]/NOc1ccccc1"
N -1.56 1.47 3.05 0.218
C -1.10 0.54 2.23 -0.383
O 0.20 0.44 2.04 0.241
N -2.00 -0.27 1.65 0.104
N -1.65 -1.16 0.60 -0.074
O -1.60 -0.51 -0.60 -0.071
C -0.01 -0.32 -1.05 -0.097
C 0.23 0.76 -1.87 -0.028
C 1.51 0.86 -2.43 -0.063
C 2.49 -0.12 -2.26 -0.028
C 2.17 -1.31 -1.49 -0.064
C 0.91 -1.40 -0.96 -0.070
H -2.49 1.84 3.19 0.139
H -0.87 2.20 3.55 0.223
H 0.52 -0.17 1.47 0.066
H -2.88 0.16 1.54 0.150
H -2.33 -1.92 0.75 0.167
H -0.37 1.56 -2.11 0.098
H 1.69 1.81 -2.91 0.115
H 3.40 -0.06 -2.85 0.106
H 2.93 -2.03 -1.15 0.122
H 0.81 -2.35 -0.37 0.132

---

104
Properties=species:S:1:pos:R:3:lowdin_charge:R:1 method="wB97M-V/def2-TZVPD" e_tot_ev=-124432.958 charge=+3 molar_mass_g_mol=920.26 orbital_gap_ev=1.989 spin_multiplicity=1
Hf -0.39 -1.08 -4.28 2.283
As -0.68 -0.07 -0.28 0.905
F -0.09 -1.68 0.10 -0.228
F -0.90 0.34 1.43 -0.221
F -1.14 1.50 -0.89 -0.231
F -0.51 -0.52 -2.12 -0.493
F -2.30 -0.67 -0.34 -0.224
F 0.98 0.57 -0.19 -0.241
C 2.87 4.08 -4.68 -0.091
C 1.66 4.64 -3.92 -0.208
C 1.05 3.69 -2.88 -0.134
C 0.58 2.44 -3.44 -0.116
N 0.23 1.42 -3.82 0.105
H 2.76 3.03 -4.95 0.062
H 3.73 3.98 -4.01 0.068
H 3.23 4.67 -5.51 0.092
H 0.96 4.82 -4.73 0.120
H 1.90 5.58 -3.42 0.130
H 0.26 4.32 -2.45 0.147
H 1.76 3.44 -2.09 0.122
C -5.30 0.98 -0.24 -0.083
C -5.46 0.62 -1.72 -0.207
C -4.69 1.51 -2.76 -0.101
C -3.43 0.91 -3.17 -0.125
N -2.45 0.39 -3.46 0.087
H -5.74 1.95 0.01 0.089
H -4.23 1.02 -0.04 0.059
H -5.85 0.34 0.45 0.085
H -6.52 0.75 -1.96 0.119
H -5.17 -0.42 -1.87 0.085
H -4.40 2.48 -2.33 0.145
H -5.32 1.60 -3.64 0.142
C 5.29 2.05 2.55 -0.090
C 3.88 1.86 3.09 -0.226
C 3.01 0.83 2.33 -0.194
C 3.64 -0.42 1.94 -0.238
N 4.13 -1.40 1.61 0.155
H 5.18 2.73 1.69 0.064
H 5.83 1.16 2.25 0.069
H 5.96 2.69 3.13 0.086
H 3.31 2.79 3.06 0.079
H 3.85 1.67 4.16 0.120
H 2.39 1.23 1.53 0.068
H 2.21 0.50 2.99 0.118
C -2.00 -2.10 6.01 -0.100
C -1.14 -1.76 4.81 -0.261
C -1.15 -0.35 4.18 -0.205
C -1.06 0.66 5.22 -0.244
N -0.98 1.50 6.00 0.169
H -1.78 -3.13 6.31 0.079
H -3.08 -2.06 5.89 0.074
H -1.87 -1.36 6.80 0.078
H -1.09 -2.52 4.02 0.096
H -0.12 -1.81 5.21 0.110
H -2.12 -0.21 3.68 0.110
H -0.33 -0.30 3.47 0.081
C 4.90 1.64 -2.32 -0.100
C 4.70 0.51 -1.36 -0.232
C 4.26 -0.80 -2.03 -0.118
C 2.93 -0.81 -2.64 -0.083
N 1.87 -0.82 -3.10 0.083
H 5.42 2.49 -1.86 0.097
H 4.01 1.95 -2.87 0.046
H 5.65 1.44 -3.09 0.094
H 3.93 0.88 -0.68 0.096
H 5.58 0.26 -0.78 0.133
H 4.23 -1.60 -1.28 0.131
H 4.96 -1.11 -2.81 0.149
C -0.55 4.12 2.57 -0.065
C 0.42 3.43 1.58 -0.272
C 1.39 4.35 0.88 -0.203
C 2.46 4.95 1.65 -0.228
N 3.30 5.49 2.21 0.189
H 0.13 4.72 3.19 0.082
H -1.10 3.46 3.24 0.070
H -1.21 4.80 2.04 0.079
H -0.26 2.93 0.89 0.070
H 0.98 2.68 2.14 0.086
H 0.84 5.10 0.32 0.126
H 1.94 3.73 0.16 0.090
C -0.58 -7.40 -0.31 -0.084
C -0.80 -5.97 -0.70 -0.255
C 0.26 -5.48 -1.71 -0.126
C 0.17 -4.07 -2.12 -0.097
N 0.17 -2.99 -2.50 0.089
H -1.14 -7.60 0.61 0.093
H 0.45 -7.65 -0.03 0.092
H -0.86 -8.08 -1.12 0.092
H -0.84 -5.33 0.18 0.109
H -1.80 -5.89 -1.12 0.103
H 0.36 -6.08 -2.62 0.149
H 1.26 -5.59 -1.28 0.150
C -3.24 -3.66 1.09 -0.074
C -4.48 -3.13 0.33 -0.212
C -4.49 -3.58 -1.16 -0.142
C -3.49 -2.92 -2.00 -0.152
N -2.73 -2.29 -2.58 0.135
H -3.14 -4.73 0.89 0.068
H -3.35 -3.47 2.16 0.085
H -2.34 -3.15 0.75 0.050
H -4.44 -2.04 0.25 0.082
H -5.37 -3.38 0.89 0.126
H -5.49 -3.53 -1.57 0.136
H -4.26 -4.65 -1.13 0.122

---

12
Properties=species:S:1:pos:R:3:lowdin_charge:R:1 method="wB97M-V/def2-TZVPD" e_tot_ev=-7224.069 molar_mass_g_mol=82.11 orbital_gap_ev=11.172 spin_multiplicity=1 smiles=N#CC[C@H]1CN1
N -2.76 -1.01 -1.22 0.137
C -1.98 -0.27 -0.79 -0.222
C -0.98 0.64 -0.22 -0.146
C 0.12 -0.13 0.49 -0.346
C 1.38 -0.47 -0.20 -0.140
N 1.32 0.65 0.74 0.018
H -0.54 1.24 -1.02 0.125
H -1.48 1.33 0.47 0.124
H -0.23 -0.83 1.25 0.143
H 1.51 -0.19 -1.24 0.106
H 1.89 -1.38 0.10 0.106
H 1.75 0.41 1.63 0.094

---

8
Properties=species:S:1:pos:R:3:lowdin_charge:R:1 method="wB97M-V/def2-TZVPD" e_tot_ev=-12587.571 charge=-1 molar_mass_g_mol=270.41 orbital_gap_ev="7.741 / 7.760" spin_multiplicity=1
O 0.36 -1.50 -0.69 -0.540
C 1.57 -2.16 -0.82 -0.306
Tl -0.16 0.74 -0.89 0.698
H 1.53 -3.13 -0.27 0.059
H 1.83 -2.40 -1.87 0.059
H 2.40 -1.57 -0.37 0.063
O 0.23 -0.34 0.97 -0.387
F -0.19 1.54 1.13 -0.645

---

101
Properties=species:S:1:pos:R:3:mulliken_spin:R:1 method="wB97M-V/def2-TZVPD" e_tot_ev=-209984.592 charge=+1 molar_mass_g_mol=1124.57 orbital_gap_ev="6.074 / 6.767" spin_multiplicity=3
W -0.45 -0.86 -0.63 0.802
Se -1.01 -0.60 -4.74 0.632
Se -1.92 0.44 -2.34 0.264
C -1.43 2.30 -2.18 0.038
C -0.87 2.97 -3.26 0.006
C -0.60 4.32 -3.12 0.008
C -0.88 4.95 -1.92 -0.003
C -1.44 4.19 -0.90 0.006
N -1.71 2.89 -1.02 -0.001
C -1.44 -2.21 -3.81 0.057
C -1.71 -3.28 -4.67 -0.030
C -2.20 -4.47 -4.18 0.019
C -2.47 -4.55 -2.82 -0.006
C -2.15 -3.47 -2.03 0.008
N -1.59 -2.33 -2.47 -0.011
H -0.67 2.44 -4.18 -0.002
H -0.17 4.88 -3.95 0.001
H -0.68 6.00 -1.77 0.000
H -1.69 4.64 0.05 0.000
H -1.56 -3.14 -5.73 0.002
H -2.41 -5.29 -4.84 0.000
H -2.90 -5.43 -2.37 0.000
H -2.33 -3.54 -0.97 0.005
C 3.85 5.59 -1.83 0.000
O 2.85 4.82 -1.18 0.000
C 2.65 3.56 -1.59 0.001
C 3.38 2.94 -2.62 0.004
C 3.09 1.64 -2.94 -0.003
C 2.08 0.91 -2.28 0.015
C 1.74 -0.40 -2.72 0.005
C 2.52 -1.15 -3.74 -0.004
O 0.70 -0.97 -2.33 0.042
C 1.36 1.55 -1.24 0.027
O 0.44 0.94 -0.52 0.012
C 1.65 2.86 -0.92 0.003
H 3.83 6.57 -1.35 0.000
H 3.64 5.71 -2.89 0.000
H 4.84 5.14 -1.70 0.000
H 4.16 3.47 -3.15 0.000
H 3.65 1.17 -3.74 0.001
H 3.59 -0.93 -3.71 -0.001
H 2.13 -0.90 -4.73 0.002
H 2.36 -2.22 -3.58 0.000
H 1.11 3.35 -0.12 -0.003
C -4.81 -2.35 0.25 -0.002
C -4.41 -1.15 1.10 0.006
C -3.71 -1.59 2.39 0.005
C -3.62 -0.11 0.25 0.009
C -4.10 1.31 0.50 0.014
O -3.20 1.74 1.54 0.006
C -2.12 0.95 1.50 0.003
N -2.16 0.00 0.61 -0.099
C -1.21 1.23 2.62 -0.007
C -1.65 2.15 3.59 0.004
C -0.97 2.31 4.78 -0.002
C 0.16 1.55 5.05 0.002
C 0.61 0.66 4.10 -0.003
C -0.05 0.51 2.88 -0.016
P 0.72 -0.57 1.67 0.040
C 0.96 -2.09 2.62 0.009
C 2.17 -2.77 2.70 -0.005
C 2.26 -3.94 3.43 0.000
C 1.15 -4.43 4.10 -0.001
C -0.06 -3.74 4.04 0.001
C -0.15 -2.57 3.31 0.001
C 2.35 0.22 1.40 -0.011
C 2.59 1.51 1.88 0.001
C 3.81 2.13 1.64 0.000
C 4.79 1.49 0.91 -0.001
C 4.55 0.22 0.41 0.000
C 3.34 -0.41 0.65 0.002
H -5.48 -2.05 -0.56 0.000
H -5.32 -3.10 0.85 0.000
H -3.94 -2.82 -0.19 0.000
H -5.33 -0.65 1.40 0.001
H -2.81 -2.16 2.16 -0.003
H -4.38 -2.23 2.96 0.000
H -3.45 -0.74 3.02 -0.001
H -3.72 -0.36 -0.80 -0.002
H -5.10 1.36 0.91 0.002
H -3.99 1.97 -0.35 0.001
H -2.55 2.71 3.41 0.000
H -1.34 3.02 5.51 0.000
H 0.68 1.66 5.99 0.000
H 1.51 0.08 4.29 -0.001
H 3.05 -2.40 2.18 0.001
H 3.20 -4.48 3.47 0.000
H 1.22 -5.35 4.66 0.000
H -0.93 -4.13 4.56 0.000
H -1.09 -2.04 3.26 -0.003
H 1.84 2.04 2.43 0.000
H 3.97 3.13 2.03 0.000
H 5.74 1.97 0.73 0.000
H 5.31 -0.29 -0.17 0.000
H 3.17 -1.39 0.23 0.002
O 1.71 -4.32 -0.23 0.005
C 0.94 -3.41 -0.10 0.008
O 1.19 -2.14 -0.37 0.056
C -0.50 -3.59 0.41 0.003
O -0.98 -4.63 0.75 -0.001
O -1.18 -2.43 0.36 0.075